Density functional theory data (wB97M-V/def2-TZVPD) for a structure of composition C6H16BrCuN2O2 in a non-equilibrium geometry.

Last column: natural (NBO) charge in e.
Atoms and positions in Å:
1 Cu 0.4886 0.5530 -4.3256  0.987
2 Br 0.4908 0.4360 -1.6568  0.031
3 C 0.8804 -5.4487 -0.7397  -0.738
4 C 1.4345 -4.0745 -1.0543  0.712
5 O 2.4429 -3.8175 -1.5991  -0.425
6 N 0.6308 -2.9337 -0.4517  -0.596
7 H 0.6776 -2.2423 -1.2217  0.426
8 H -0.3243 -3.2580 -0.2906  0.450
9 C 1.2519 -2.3650 0.8275  -0.409
10 H 1.5474 -6.1442 -1.2426  0.299
11 H -0.1039 -5.5002 -1.2139  0.259
12 H 0.8330 -5.6092 0.3370  0.274
13 H 1.3934 -3.1472 1.5664  0.272
14 H 0.5412 -1.6177 1.1748  0.224
15 H 2.1698 -1.8545 0.5497  0.244
16 C -2.6113 4.6940 0.1365  -0.747
17 C -1.9155 3.4815 0.7007  0.700
18 O -2.4640 2.6403 1.3240  -0.424
19 N -0.4489 3.2310 0.3527  -0.595
20 H -0.4170 2.5254 -0.3995  0.427
21 H -0.1383 4.1410 0.0025  0.449
22 C 0.3885 2.8811 1.5921  -0.411
23 H -2.2282 5.5949 0.6201  0.282
24 H -3.6677 4.6225 0.3863  0.303
25 H -2.5627 4.6581 -0.9540  0.256
26 H 0.4999 1.8072 1.6617  0.228
27 H -0.0823 3.2841 2.4855  0.272
28 H 1.2935 3.4625 1.4318  0.248

Properties
- Charge: +3
- Highest occupied orbital energy (spin up / spin down): -20.29 / -20.29 eV
- ⟨S²⟩: 0.753
- Orbital gap (spin up / spin down): 8.2 / 4.3 eV
- Spin multiplicity: 2
- Lowest unoccupied orbital energy (spin up / spin down): -0.44487 / -0.58738 Eh
- Energy relative to the best compared isomer or geometry (same formula, charge and spin): 0.0 kcal per mole
- Maximum force: 2.73 eV Å⁻¹

=====

Density functional theory data (wB97M-V/def2-TZVPD) for a cluster of 2 separate species, C2H3OS3 in total in a non-equilibrium geometry.

Last column: natural (NBO) charge in e.
Atoms and positions in Å:
1 C -1.0789 -0.1999 0.1664  -0.423
2 C -0.1565 -1.1842 -0.2827  -0.346
3 O 1.5446 1.5711 0.1245  -0.959
4 S -0.9528 0.4760 1.7208  -0.237
5 S 1.3222 -1.4521 0.3175  0.036
6 S -2.3054 0.3863 -0.8836  -0.217
7 H -0.5629 -1.7619 -1.2500  0.219
8 H 1.5315 0.7180 -0.3877  0.452
9 H 0.6581 1.4468 0.4748  0.475

Properties
- Charge: -1
- Highest occupied orbital energy: -3.72 eV
- Orbital gap: 5.7 eV
- Lowest unoccupied orbital energy: 0.07416 Eh
- Energy relative to the best compared isomer or geometry (same formula, charge and spin): 19.2 kcal per mole
- Maximum force: 3.90 eV Å⁻¹

=====

Density functional theory data (wB97M-V/def2-TZVPD) for a structure of composition C40H49IN6O2SSbSr.

Last column: Mulliken charge in e.
Atoms and positions in Å:
1 Sr -0.5088 -1.2450 0.3922  0.696
2 O 0.8275 0.4816 1.4745  1.270
3 C 1.3329 0.6943 2.6377  -0.141
4 C 2.4194 1.6032 2.8090  -0.082
5 C 3.0269 1.8109 4.0225  -0.696
6 C 2.5724 1.1674 5.1811  -1.038
7 C 1.4732 0.3478 5.0693  -0.557
8 C 0.8407 0.0946 3.8422  0.858
9 C -0.3714 -0.7004 3.8984  -1.702
10 N -1.0361 -1.1703 2.9180  0.797
11 C -2.3174 -1.7947 3.2000  -0.890
12 C -3.4576 -0.9806 2.5721  -0.815
13 N -3.2322 -0.5438 1.1860  -0.388
14 C -3.6586 -1.2833 0.2385  0.206
15 C -4.1341 -2.6836 0.3451  0.614
16 C -5.4609 -3.0702 0.2267  -0.301
17 C -5.8151 -4.4111 0.2816  -0.710
18 C -4.8041 -5.3610 0.4260  -0.475
19 C -3.4750 -4.9948 0.5214  -1.123
20 C -3.0828 -3.6367 0.4876  -0.610
21 O -1.8474 -3.2531 0.5849  0.920
22 H 2.7683 2.1252 1.9280  0.323
23 H 3.8664 2.4960 4.0831  0.461
24 H 3.0475 1.3371 6.1379  0.369
25 H 1.0628 -0.1242 5.9574  0.376
26 H -0.7522 -0.8653 4.9178  0.080
27 H -2.5033 -1.8577 4.2812  0.441
28 H -2.3162 -2.7990 2.7802  0.140
29 H -3.5821 -0.0649 3.1545  0.499
30 H -4.3745 -1.5718 2.6517  0.462
31 H -3.5332 -0.8872 -0.7719  -0.220
32 H -6.2261 -2.3118 0.0928  0.413
33 H -6.8511 -4.7125 0.1981  0.375
34 H -5.0635 -6.4139 0.4514  0.395
35 H -2.6921 -5.7399 0.6011  0.385
36 I 2.8464 -2.5479 -2.1163  0.178
37 C 2.0319 -3.8629 -0.7086  -0.213
38 C 2.3751 -5.2042 -0.8005  -0.661
39 C 1.8734 -6.0634 0.1590  -0.343
40 C 1.0789 -5.5490 1.1736  -0.868
41 C 0.7907 -4.1990 1.1604  -0.351
42 N 1.2462 -3.3598 0.2217  0.510
43 H 2.9996 -5.5525 -1.6089  0.448
44 H 2.1040 -7.1203 0.1156  0.372
45 H 0.6699 -6.1778 1.9521  0.493
46 H 0.1497 -3.7709 1.9207  0.307
47 N 8.1365 1.4442 1.5035  -0.515
48 C 7.1424 0.8689 1.4673  -0.138
49 C 5.8974 0.1448 1.4260  0.501
50 C 4.9464 0.4346 0.4564  -0.421
51 C 3.7598 -0.2806 0.4774  -0.921
52 N 3.4999 -1.2420 1.3577  0.108
53 C 4.4240 -1.5178 2.2701  -0.742
54 C 5.6352 -0.8493 2.3605  -0.494
55 H 5.1168 1.2062 -0.2820  0.556
56 H 2.9759 -0.0613 -0.2393  1.082
57 H 4.1813 -2.3029 2.9784  0.448
58 H 6.3520 -1.0930 3.1319  0.492
59 S -1.0763 -1.6404 -2.6005  -0.075
60 C -0.7447 -3.2843 -2.6683  0.126
61 N -0.5080 -4.4210 -2.6932  -0.681
62 C 1.6548 3.4598 -0.2546  -1.893
63 C 0.1627 3.6700 -0.5131  2.040
64 C -0.5636 3.5473 0.8297  -1.662
65 C -0.0789 5.0598 -1.0945  -1.774
66 Sb -0.5035 1.9565 -1.7238  0.946
67 C -2.4675 2.5997 -2.4770  1.881
68 C -3.1204 1.3689 -3.1084  -1.213
69 C -2.4549 3.7406 -3.4878  -1.818
70 C -3.3011 3.0048 -1.2601  -2.139
71 C 0.7936 2.0615 -3.5020  1.835
72 C 2.1072 1.3877 -3.0778  -1.661
73 C 1.0721 3.4602 -4.0393  -1.805
74 C 0.1774 1.2123 -4.6138  -1.714
75 H 1.9934 4.1647 0.5165  0.649
76 H 2.2615 3.6285 -1.1438  0.238
77 H 1.8483 2.4490 0.1167  0.064
78 H -0.1863 4.3195 1.5140  0.478
79 H -0.3883 2.5729 1.2903  -0.009
80 H -1.6400 3.6928 0.7310  0.302
81 H 0.3442 5.8134 -0.4158  0.519
82 H -1.1445 5.2766 -1.1888  0.291
83 H 0.3839 5.2002 -2.0727  0.237
84 H -2.5897 1.0076 -3.9906  0.287
85 H -4.1448 1.6214 -3.4132  0.503
86 H -3.1782 0.5352 -2.4091  -0.163
87 H -1.9340 3.4677 -4.4070  0.282
88 H -1.9889 4.6454 -3.0916  0.245
89 H -3.4881 3.9927 -3.7636  0.530
90 H -3.2927 2.2374 -0.4797  0.289
91 H -4.3446 3.1493 -1.5696  0.539
92 H -2.9589 3.9426 -0.8187  0.361
93 H 2.6116 1.9241 -2.2706  0.186
94 H 2.7945 1.3533 -3.9332  0.541
95 H 1.9330 0.3584 -2.7476  0.021
96 H 1.6071 4.0833 -3.3233  0.333
97 H 0.1573 3.9847 -4.3265  0.217
98 H 1.7020 3.3806 -4.9357  0.518
99 H -0.0703 0.2055 -4.2726  0.156
100 H 0.9073 1.1150 -5.4288  0.551
101 H -0.7190 1.6695 -5.0359  0.285

Properties
- Charge: -1
- Highest occupied orbital energy: -4.80 eV
- Orbital gap: 6.8 eV
- Lowest unoccupied orbital energy: 0.07182 Eh
- Energy relative to the best compared isomer or geometry (same formula, charge and spin): 24.4 kcal per mole
- Maximum force: 0.51 eV Å⁻¹

=====

Density functional theory data (wB97M-V/def2-TZVPD) for a cluster of 9 separate species, C21H37F3N4O21S2 in total in a non-equilibrium geometry.

Last column: Mulliken charge in e.
Atoms and positions in Å:
1 O -3.1433 0.8523 1.6028  -0.441
2 C -3.3784 1.8508 0.8778  0.393
3 O -3.9926 2.9368 1.2785  -0.322
4 C -3.9381 3.9017 0.2380  -0.745
5 C -2.8773 3.2444 -0.7304  0.365
6 F -1.7303 3.7121 -0.1932  -0.294
7 O -3.0070 1.9171 -0.4690  -0.052
8 H -4.8330 4.0159 -0.3737  0.328
9 H -3.7438 4.9088 0.6067  0.373
10 H -3.0770 3.6447 -1.7244  0.429
11 O 2.2082 0.1056 -1.7667  -0.660
12 C 1.4438 0.0313 -0.7698  -0.104
13 O 0.1271 0.2911 -0.7428  0.087
14 C -0.3354 0.1038 0.5918  1.050
15 C 0.7093 -0.6575 1.3383  0.552
16 F 0.1942 -1.9185 1.3385  -0.166
17 O 1.7841 -0.4759 0.4189  0.044
18 H -0.3615 1.0902 1.0550  -0.263
19 H -1.3540 -0.2822 0.5522  -0.631
20 H 0.9853 -0.2919 2.3274  -0.082
21 O 1.4392 3.4424 -0.0312  -0.523
22 C 1.5366 3.1974 1.1973  0.680
23 O 2.4883 2.3489 1.6700  -0.102
24 C 2.2848 2.2313 3.0782  -0.030
25 C 1.0717 3.1542 3.4028  0.277
26 F 1.2697 4.1304 4.3545  -0.338
27 O 0.7090 3.6554 2.1589  -0.325
28 H 1.9939 1.1887 3.2059  -0.194
29 H 3.1258 2.5120 3.7124  0.439
30 H 0.2550 2.5127 3.7339  0.236
31 C 3.8447 2.7527 -2.1842  -0.633
32 N 4.7533 1.9433 -1.3942  0.774
33 O 4.2755 1.5072 -0.3978  -0.337
34 O 5.9611 1.7464 -1.7370  -0.599
35 H 3.4949 3.4589 -1.4312  0.207
36 H 3.1696 2.1238 -2.7644  0.209
37 H 4.4578 3.1565 -2.9900  0.370
38 C 2.6757 -4.3105 4.8731  -0.720
39 N 1.5649 -3.9500 3.8749  0.899
40 O 0.4926 -3.5913 4.3288  -0.532
41 O 1.8038 -4.0556 2.6718  -0.486
42 H 3.4021 -3.4989 4.8336  0.226
43 H 3.1839 -5.2485 4.6495  0.275
44 H 2.1253 -4.1532 5.8007  0.337
45 C 4.9031 -1.1117 1.7220  -0.408
46 N 5.0608 -0.5284 3.0607  0.913
47 O 3.9785 -0.4795 3.6928  -0.537
48 O 6.1396 -0.0726 3.4584  -0.550
49 H 5.2400 -0.3586 1.0096  0.211
50 H 3.8665 -1.4144 1.5742  0.056
51 H 5.5927 -1.9552 1.7542  0.339
52 C 0.6289 -3.3397 -2.0897  -0.399
53 N 1.4156 -4.2771 -2.9500  0.860
54 O 0.8727 -5.3491 -3.4184  -0.532
55 O 2.6295 -4.0020 -3.0506  -0.506
56 H 1.1794 -3.2250 -1.1560  0.157
57 H -0.3678 -3.7369 -1.8977  0.241
58 H 0.4576 -2.3984 -2.6120  0.172
59 O 0.0312 2.0723 -6.5813  -0.621
60 S -1.3573 2.0363 -6.1085  1.028
61 O -2.3906 2.2647 -7.1721  -0.649
62 C -1.5815 0.4353 -5.0523  -0.881
63 C -1.6711 0.9140 -3.5113  0.148
64 C -1.0485 2.2448 -3.4492  0.731
65 C -1.6076 3.0799 -4.6230  -1.057
66 H -0.7259 -0.2216 -5.2092  0.422
67 H -2.5054 -0.0904 -5.2934  0.445
68 H -2.7364 0.9956 -3.2956  0.341
69 H -1.1725 0.2122 -2.8427  -0.180
70 H 0.0221 2.4409 -3.3896  0.082
71 H -1.4055 2.6201 -2.4901  -0.801
72 H -1.2831 4.1037 -4.8095  0.630
73 H -2.6827 3.2380 -4.5375  0.377
74 O -3.9704 -3.6862 -1.0902  -0.739
75 S -3.4490 -2.6724 -0.1857  0.911
76 O -2.8728 -1.4190 -0.6433  -0.372
77 C -4.7773 -2.0850 1.0551  -0.720
78 C -4.1123 -2.2995 2.4210  -0.787
79 C -2.5930 -2.5696 2.2113  0.293
80 C -2.4934 -3.5398 1.0810  -0.784
81 H -5.6347 -2.5996 0.6213  0.523
82 H -5.0383 -1.0666 0.7672  0.162
83 H -4.2956 -1.3856 2.9859  0.328
84 H -4.4542 -3.1549 3.0036  0.371
85 H -2.0631 -2.9040 3.1032  0.435
86 H -2.0846 -1.6122 2.0971  -0.470
87 H -3.1347 -4.4202 1.1228  0.434
88 H -1.5685 -3.9173 0.6450  0.407

Properties
- Charge: 0
- Highest occupied orbital energy: -10.18 eV
- Orbital gap: 9.8 eV
- SMILES string: O=C1OC[C@@H](F)O1.O=C1OC[C@@H](F)O1.O=C1OC[C@@H](F)O1.C[N+](=O)[O-].C[N+](=O)[O-].C[N+](=O)[O-].C[N+](=O)[O-].O=S1(=O)CCCC1.O=S1(=O)CCCC1
- Lowest unoccupied orbital energy: -0.01353 Eh
- Energy relative to the best compared isomer or geometry (same formula, charge and spin): 0.0 kcal per mole
- Maximum force: 5.42 eV Å⁻¹